Arrangement a

C3H8N2 | wB97M-V/def2-TZVPD

The calculation puts the LUMO energy at 0.99 eV. Its total charge is 0. The highest occupied orbital energy is -8.85 eV. Its SMILES is [H]/N=C\NCC. Its orbital gap is 0.36165 Ha.

Last column: Mulliken charge in e.
Positions of all 13 atoms, in Å:
H -2.19 1.45 0.65  0.19
N -1.32 1.76 1.15  -0.67
C -0.31 0.98 0.92  0.24
N -0.36 -0.25 0.26  -0.25
C 0.74 -0.98 -0.20  -0.36
C 1.04 -1.10 -1.70  -0.92
H 0.73 1.29 1.27  0.24
H -1.30 -0.50 -0.13  0.22
H 0.60 -2.05 0.22  0.24
H 1.70 -0.57 0.30  0.26
H 1.49 -0.15 -2.37  0.23
H 0.19 -1.39 -2.23  0.32
H 1.75 -2.07 -1.69  0.26



Arrangement b

C3H8N2 | wB97M-V/def2-TZVPD

The calculation puts the LUMO energy at 1.00 eV. Its total charge is 0. The highest occupied orbital energy is -8.88 eV. Its SMILES is C=NC.C=N. Its orbital gap is 0.36298 Ha.

Last column: Mulliken charge in e.
Positions of all 13 atoms, in Å:
C -0.16 -1.56 -1.54  -0.24
N 0.08 -0.88 -2.55  -0.36
C -0.74 -0.69 -3.70  -0.59
H 0.57 -1.87 -0.78  0.25
H -1.24 -1.63 -1.21  0.20
H -0.47 -1.40 -4.49  0.23
H -0.71 0.36 -4.02  0.22
H -1.76 -0.93 -3.43  0.29
C 1.20 1.99 4.41  -0.20
N 0.01 1.85 3.95  -0.49
H 1.69 2.88 4.80  0.25
H 1.71 1.02 4.48  0.17
H -0.18 0.86 4.09  0.27



Arrangement c

C3H8N2 | wB97M-V/def2-TZVPD

The calculation puts the LUMO energy at 0.92 eV. Its total charge is 0. The highest occupied orbital energy is -8.42 eV. Its SMILES is C=CN.C=N. Its orbital gap is 0.34335 Ha.

Last column: Mulliken charge in e.
Positions of all 13 atoms, in Å:
C -1.68 0.63 -1.51  -0.81
C -1.51 1.06 -0.25  0.04
N -0.85 0.32 0.74  -0.45
H -1.09 -0.23 -1.82  0.26
H -2.18 1.25 -2.23  0.25
H -1.78 2.07 0.04  0.26
H -1.16 -0.64 0.73  0.23
H -0.77 0.86 1.59  0.22
C 2.02 -0.75 0.68  -0.24
N 2.79 -1.37 -0.12  -0.51
H 1.86 0.30 0.47  0.27
H 1.61 -1.13 1.62  0.24
H 2.73 -2.38 0.07  0.23



Quick look at relative energies in eV: arrangement a 0.000; arrangement b 1.482; arrangement c 0.559.